Record 1
Below is a 5-piece molecular cluster, C47H72N10O6 overall at a distorted geometry, with properties calculated with wB97M-V/def2-TZVPD.

Positions of all 135 atoms, in Å:
1 C 5.93028 -3.76771 -2.70845
2 C 5.16004 -2.64371 -1.82933
3 C 5.51532 -1.12584 -2.28782
4 C 5.26248 -0.16608 -1.02482
5 C 6.38755 0.05115 0.03642
6 C 6.25202 0.96178 1.29711
7 C 4.90169 1.71513 1.50617
8 C 3.80488 1.50204 0.43626
9 C 3.92403 0.58636 -0.81799
10 C 2.66128 0.50618 -1.81636
11 O 2.80843 0.41057 -3.06294
12 C 1.22681 0.60797 -1.08269
13 C -0.03311 -0.17541 -1.51854
14 C 0.00887 -1.18853 -2.78055
15 C -0.53298 -0.41461 -4.08302
16 C -2.13471 -0.39527 -4.15678
17 C -2.77123 -1.67417 -4.92629
18 N -3.98044 -2.22970 -4.23439
19 C -3.62463 -2.91593 -2.97177
20 N -4.12608 -2.42314 -1.84614
21 N -2.75602 -4.12606 -2.89709
22 C -1.38008 0.00746 -0.71479
23 C -1.52248 0.91232 0.52981
24 C -2.85353 1.14688 1.38147
25 C -4.08305 0.18774 0.99550
26 C -4.20160 -1.14104 1.90474
27 C -4.64800 -0.83567 3.42654
28 N -5.11018 -2.03118 4.19497
29 C -4.23748 -3.19906 4.03428
30 N -4.41694 -4.10832 3.07930
31 N -3.14095 -3.37405 5.03673
32 C -0.22478 1.68366 1.00862
33 C -0.23058 2.61228 2.31339
34 C 0.49913 1.72724 3.49787
35 C 0.52901 0.14710 3.15079
36 C 1.84846 -0.55838 2.65098
37 C 1.92712 -2.05231 2.26273
38 C 0.67252 -2.98179 2.34274
39 C -0.64396 -2.30963 2.88513
40 C -0.71415 -0.79028 3.27857
41 C 1.10385 1.53877 0.19120
42 C 2.43024 2.30510 0.61463
43 O 2.50592 3.48923 1.03749
44 H 6.70611 -3.33989 -3.42724
45 H 5.17934 -4.46330 -3.23129
46 H 6.51496 -4.44642 -1.97587
47 H 5.56696 -2.75239 -0.75029
48 H 4.03675 -2.84585 -1.75761
49 H 6.66106 -1.13072 -2.46442
50 H 4.99275 -0.80710 -3.25014
51 H 7.40038 -0.48381 -0.08980
52 H 7.06970 1.12172 2.07575
53 H 4.65816 2.40718 2.37894
54 H 1.07732 -1.59488 -2.96010
55 H -0.67297 -2.10136 -2.57062
56 H -0.15323 0.67552 -3.99719
57 H -0.09151 -0.84672 -5.06923
58 H -2.66195 -0.34229 -3.14203
59 H -2.43024 0.54564 -4.74231
60 H -1.99725 -2.47875 -5.18905
61 H -3.14642 -1.26144 -5.94201
62 H -4.35376 -2.97670 -4.84833
63 H -3.83192 -2.99103 -1.03493
64 H -1.99915 -3.96433 -3.58325
65 H -2.30834 -4.19138 -1.96553
66 H -2.31467 -0.56403 -1.06361
67 H -3.19950 2.22813 1.14185
68 H -2.60091 1.15870 2.50384
69 H -4.12778 -0.04056 -0.13492
70 H -5.04940 0.79300 1.21023
71 H -5.07045 -1.75615 1.44462
72 H -3.28072 -1.82948 1.82700
73 H -5.55960 -0.12439 3.34614
74 H -3.84990 -0.25627 4.00354
75 H -6.10077 -2.25076 4.03337
76 H -3.70996 -4.85881 3.16494
77 H -2.48811 -4.11207 4.70540
78 H -2.54986 -2.51484 5.05601
79 H -1.27601 2.84465 2.71728
80 H 0.30698 3.60886 2.18428
81 H 1.61426 2.02993 3.57710
82 H 0.05463 1.92846 4.53421
83 H 2.80824 0.06633 2.55800
84 H 2.90670 -2.50580 1.89185
85 H 0.70356 -4.08058 2.02810
86 H -1.55108 -3.00329 2.94512
87 H -1.72160 -0.42330 3.65820
88 C 6.60204 1.88617 -3.60298
89 C 7.66285 1.72738 -4.65793
90 O 8.73283 1.17832 -4.42810
91 N 7.40395 2.21735 -5.90186
92 C 6.21172 2.89208 -6.36750
93 H 6.95102 1.44777 -2.66788
94 H 6.39827 2.94582 -3.43407
95 H 5.68969 1.36798 -3.90677
96 H 8.16124 2.07419 -6.55527
97 H 5.79470 2.31738 -7.19774
98 H 6.49698 3.88330 -6.72710
99 H 5.46243 2.99284 -5.58489
100 C 1.06588 2.26593 -7.52043
101 C 0.76474 0.79652 -7.63964
102 O 0.39366 0.12880 -6.68172
103 N 0.91598 0.21087 -8.85842
104 C 1.34029 0.82264 -10.09948
105 H 0.89972 2.58758 -6.49193
106 H 2.10986 2.45679 -7.77809
107 H 0.40352 2.83856 -8.17323
108 H 0.69585 -0.77533 -8.85982
109 H 0.54636 0.68752 -10.83721
110 H 2.23989 0.30869 -10.44497
111 H 1.55120 1.88388 -9.98534
112 C -1.86322 5.96376 5.79888
113 C -0.79443 5.81086 4.75006
114 O 0.27677 5.26779 4.98608
115 N -1.04664 6.29893 3.50474
116 C -2.23868 6.96781 3.02944
117 H -1.51632 5.52743 6.73586
118 H -2.07464 7.02185 5.96750
119 H -2.77055 5.44064 5.48883
120 H -0.28344 6.15909 2.85683
121 H -2.64636 6.39081 2.19636
122 H -1.95530 7.95987 2.67129
123 H -2.99449 7.06566 3.80602
124 C -6.27423 -3.72109 10.19164
125 C -5.19902 -3.88642 9.15089
126 O -4.12953 -4.42654 9.40129
127 N -5.44517 -3.41300 7.89894
128 C -6.63525 -2.75057 7.41085
129 H -5.93296 -4.14615 11.13586
130 H -6.48673 -2.66099 10.34630
131 H -7.17962 -4.24790 9.88243
132 H -4.67783 -3.55959 7.25471
133 H -7.03691 -3.33885 6.58243
134 H -6.34837 -1.76295 7.04326
135 H -7.39560 -2.64403 8.18217

ΔE to the lowest compared entry with this formula, charge and spin   16.292 eV
Gap between HOMO and LUMO   7.26 eV
SMILES string   [H]/N=C(\N)NCCCCc1cc(CCCCN/C(N)=N/[H])c2c(c1CCc1ccccc1)C(=O)c1cccc(CCC)c1C2=O.CNC(C)=O.CNC(C)=O.CNC(C)=O.CNC(C)=O
Multiplicity   1



Record 2
Below is a 4-piece molecular cluster, C21H28B4BrF24O8P overall at a distorted geometry, with properties calculated with wB97M-V/def2-TZVPD.

Positions of all 87 atoms, in Å:
1 C -0.71691 0.92338 4.58888
2 C -0.45534 2.39689 4.26572
3 C 0.65510 3.01294 5.13159
4 C 2.04762 3.02131 4.42745
5 B 2.98034 1.83165 4.80523
6 O 3.09528 0.70054 3.98481
7 B 4.43308 0.48003 3.64176
8 B 4.89000 0.58970 2.00045
9 O 4.93911 1.91823 1.54153
10 C 5.16418 -0.59442 1.01265
11 C 4.11773 -1.71628 1.18280
12 O 5.33323 0.42014 4.71432
13 B 5.12607 1.42695 5.63218
14 P 6.58817 2.50559 6.40287
15 O 7.59931 2.49148 5.07554
16 Br 7.56989 0.88259 7.55098
17 O 3.83676 1.84999 5.91709
18 H -1.17554 0.80352 5.57296
19 H 0.21903 0.35306 4.57299
20 H -1.37019 0.47098 3.83944
21 H -1.38748 2.95463 4.38400
22 H -0.18323 2.46180 3.21099
23 H 0.71753 2.47345 6.08112
24 H 0.40366 4.05206 5.35038
25 H 1.88208 2.96065 3.34583
26 H 2.55157 3.97449 4.60994
27 H 4.09744 2.19677 1.17889
28 H 6.18208 -0.98914 1.10805
29 H 5.09699 -0.18580 -0.00448
30 H 3.14619 -1.36306 0.85224
31 H 4.02812 -2.03112 2.22603
32 H 4.38148 -2.58088 0.57168
33 H 7.26512 3.12051 4.42954
34 C -0.75117 -3.55288 -0.25235
35 C 0.13706 -2.31550 -0.04521
36 C 0.07731 -1.59700 1.31148
37 F -1.15409 -1.10489 1.54585
38 F 0.93484 -0.55107 1.28077
39 F -0.05970 -1.42196 -1.03624
40 F 1.42105 -2.77793 -0.14257
41 O -1.97739 -3.35929 -0.93398
42 C -3.12572 -3.05872 -0.27062
43 C -3.68661 -1.70068 -0.71301
44 F -2.74856 -0.74997 -0.48892
45 F -4.77721 -1.41041 0.02226
46 F -2.97492 -3.09926 1.06399
47 F -4.05516 -3.98342 -0.59547
48 H -0.17214 -4.18907 -0.91793
49 H -0.88942 -4.10096 0.67985
50 H 0.36098 -2.27314 2.12153
51 H -3.94770 -1.70584 -1.77194
52 C -0.90351 3.27878 -1.28098
53 C -1.30549 3.10587 0.19071
54 C -2.60514 2.35096 0.48098
55 F -3.66594 3.00863 -0.02875
56 F -2.77059 2.25395 1.82053
57 F -1.30655 4.29643 0.82164
58 F -0.31845 2.33701 0.74510
59 O -1.19715 4.52280 -1.88745
60 C -2.37224 4.76639 -2.53588
61 C -3.14287 5.93111 -1.89535
62 F -3.44101 5.64685 -0.61540
63 F -4.29559 6.11066 -2.57590
64 F -3.13894 3.66970 -2.63972
65 F -2.06880 5.16222 -3.79560
66 H 0.18464 3.23742 -1.26973
67 H -1.25410 2.43880 -1.88163
68 H -2.56499 1.34460 0.06589
69 H -2.54375 6.84208 -1.93948
70 C -2.06068 -2.35983 -5.90497
71 C -1.51916 -2.90261 -4.57507
72 C -0.25246 -3.76531 -4.61607
73 F -0.46407 -4.89904 -5.30513
74 F 0.07962 -4.10002 -3.34592
75 F -2.48963 -3.55097 -3.90318
76 F -1.16576 -1.80147 -3.84385
77 O -3.13780 -3.06310 -6.48907
78 C -2.95199 -4.09339 -7.36592
79 C -3.57314 -5.39828 -6.84464
80 F -3.00535 -5.74961 -5.67596
81 F -3.34115 -6.37562 -7.74593
82 F -1.66020 -4.26168 -7.68857
83 F -3.61463 -3.78592 -8.50419
84 H -2.48129 -1.38826 -5.64910
85 H -1.25219 -2.18647 -6.61597
86 H 0.57844 -3.21286 -5.06128
87 H -4.64803 -5.27046 -6.70715

Gap between HOMO and LUMO   8.69 eV
SMILES string   CCCCB1OB(B(O)CC)OB(P(O)Br)O1.FC(F)C(F)(F)COC(F)(F)C(F)F.FC(F)C(F)(F)COC(F)(F)C(F)F.FC(F)C(F)(F)COC(F)(F)C(F)F
Multiplicity   1